Formula: CH3NO3
Source: the OMol25 dataset
Level of theory: wB97M-V/def2-TZVPD

```
8
Properties=species:S:1:pos:R:3:forces:R:3
N -1.095 0.997 -0.870 -4.09 1.05 0.64
O -0.246 0.011 -0.852 1.26 -0.61 -0.90
O 0.715 0.222 0.217 0.81 -1.64 2.27
C 1.022 -1.077 0.788 0.42 2.16 -1.72
O 1.798 -1.174 1.682 -0.99 -0.22 -0.55
H -0.810 1.965 -0.762 1.02 -0.38 -0.25
H -1.945 0.842 -0.265 1.44 -0.02 -0.51
H 0.560 -1.786 0.062 0.13 -0.33 1.03
```
Forces are in eV/Å.

The lowest unoccupied orbital energy comes out at 0.0324 Ha. The value obtained for the HOMO energy is -0.372 Ha. The value obtained for the energy above the lowest of the compared OMol25 structures with the same formula, charge and spin is 78.9 kcal/mol. As for the charge: 0. For the HOMO-LUMO gap, the calculation gives 11.0 eV. The energy is -320.216935 a.u.

=====

Formula: C11H21AlCl2NO
Source: the OMol25 dataset
Level of theory: wB97M-V/def2-TZVPD

```
37
Properties=species:S:1:pos:R:3:forces:R:3
Al -0.153 1.271 -0.265 0.31 -1.25 -1.06
Cl 1.355 2.684 0.304 0.37 0.86 0.85
Cl -2.158 1.888 -0.847 -1.32 0.65 0.40
C 0.465 0.876 -2.037 0.40 -0.81 0.20
H -0.364 0.633 -2.713 0.20 0.26 -0.05
H 1.201 1.551 -2.469 -0.29 0.31 -0.33
C 0.830 -1.061 -0.407 -3.51 0.00 1.45
C 1.187 -0.430 -1.657 1.91 0.56 -1.46
H 0.977 -0.506 0.528 0.91 -0.07 -0.21
C 2.721 -0.240 -1.544 0.18 0.07 -0.85
H 0.980 -1.165 -2.464 0.39 0.01 0.14
C 3.383 -1.620 -1.620 -0.29 0.47 -0.06
H 3.086 0.428 -2.331 0.39 -0.09 -0.26
H 2.971 0.248 -0.589 -0.26 -0.08 -0.21
C 2.781 -2.598 -0.599 0.47 -0.23 0.37
H 3.233 -2.006 -2.639 0.10 0.03 0.10
H 4.461 -1.505 -1.449 -0.03 -0.29 -0.11
C 1.256 -2.465 -0.335 0.70 -0.43 -0.06
H 3.018 -3.609 -0.936 0.14 -0.34 0.10
H 3.325 -2.439 0.348 -0.23 -0.05 -0.06
H 0.731 -3.071 -1.097 0.04 0.00 0.10
H 1.042 -2.905 0.650 0.00 -0.14 -0.08
C -3.721 1.113 3.082 0.00 -0.37 -0.15
N -2.363 1.267 2.568 -0.29 -0.14 -0.14
C -1.745 2.596 2.618 0.21 -0.05 -0.01
C -1.766 0.353 1.821 1.94 0.97 -1.16
C -2.432 -0.896 1.361 -0.09 -0.69 0.63
O -0.570 0.641 1.408 -2.52 -0.15 1.62
H -3.964 2.038 3.605 -0.17 -0.27 -0.04
H -3.763 0.265 3.783 -0.08 0.33 -0.17
H -4.447 0.936 2.270 0.25 0.17 0.28
H -0.705 2.500 2.958 -0.36 0.19 -0.09
H -1.747 3.038 1.606 0.01 -0.12 0.45
H -2.349 3.192 3.304 0.29 0.09 -0.08
H -2.918 -0.728 0.391 0.29 0.21 0.15
H -1.669 -1.673 1.224 -0.14 0.34 -0.14
H -3.191 -1.241 2.073 0.09 0.07 -0.10
```
Forces are in eV/Å.

The lowest unoccupied orbital energy (alpha / beta) comes out at 0.0956 / 0.0956 Ha. The value obtained for the HOMO energy (alpha / beta) is -0.040 / -0.040 Ha. The value obtained for the energy above the lowest of the compared OMol25 structures with the same formula, charge and spin is 0.0 kcal/mol. As for the charge: -1. For the HOMO-LUMO gap (alpha / beta), the calculation gives 3.7 / 3.7 eV. The energy is -1724.665895 a.u.

=====

Formula: C7H6IN
Source: the OMol25 dataset
Level of theory: wB97M-V/def2-TZVPD

```
15
Properties=species:S:1:pos:R:3:forces:R:3
C -1.064 -2.248 -0.161 0.10 -0.75 0.00
C 0.892 0.528 1.323 -0.02 0.39 0.95
C 0.450 -0.821 1.033 0.10 0.78 1.43
C 0.891 1.430 0.342 -0.51 -2.40 -0.70
C -0.441 -1.056 0.099 0.30 3.09 -2.42
C 0.475 0.957 -1.034 0.91 -0.37 0.29
C -0.764 0.136 -0.933 0.37 -1.64 3.76
N -1.449 -3.267 -0.486 -0.96 -1.60 -0.40
I -2.476 0.991 0.151 0.08 0.41 -0.59
H 1.036 0.666 2.424 0.40 0.50 -1.29
H 0.672 -1.487 1.826 0.11 -1.15 0.26
H 1.194 2.402 0.312 0.79 2.58 0.93
H 0.449 1.775 -1.725 -0.43 0.49 -0.36
H 1.306 0.301 -1.397 -0.62 0.10 0.03
H -1.172 -0.306 -1.774 -0.63 -0.42 -1.89
```
Forces are in eV/Å.

The lowest unoccupied orbital energy comes out at -0.0098 Ha. The value obtained for the HOMO energy is -0.334 Ha. The value obtained for the energy above the lowest of the compared OMol25 structures with the same formula, charge and spin is 16.7 kcal/mol. As for the charge: 0. For the HOMO-LUMO gap, the calculation gives 8.8 eV. The energy is -622.716546 a.u.

=====

Formula: C6H9N2O2
Source: the OMol25 dataset
Level of theory: wB97M-V/def2-TZVPD

```
19
Properties=species:S:1:pos:R:3:forces:R:3
C 1.655 -1.563 -2.961 -1.31 1.47 -2.81
C -0.580 -2.121 -0.246 0.22 0.07 -3.40
C 0.565 -0.411 -0.897 -1.29 2.14 1.16
C 0.737 -1.437 -1.824 0.44 -3.11 0.02
N -0.265 -0.822 0.045 -0.15 -1.49 0.59
N -0.039 -2.476 -1.459 0.54 0.16 1.01
H -0.609 -0.347 0.956 -0.02 1.38 0.99
H -1.365 -2.774 0.109 0.20 0.41 0.98
H 0.700 0.642 -1.009 0.76 0.57 0.36
H 2.536 -2.197 -3.017 -0.17 -0.19 0.87
H 1.891 -0.602 -3.464 0.32 -0.14 0.99
H 0.957 -1.917 -3.740 0.38 -0.64 0.06
C -1.088 2.724 2.887 -0.76 1.62 0.84
C -0.620 1.645 1.953 0.07 -0.23 -0.61
O -0.985 0.456 2.209 -0.19 -0.79 -0.43
O 0.123 1.951 0.995 -0.22 0.05 0.13
H -1.439 3.642 2.395 0.59 -0.28 -0.53
H -0.234 3.033 3.493 0.02 -0.02 0.04
H -1.941 2.574 3.573 0.56 -1.00 -0.26
```
Forces are in eV/Å.

The lowest unoccupied orbital energy (alpha / beta) comes out at 0.0137 / -0.1401 Ha. The value obtained for the HOMO energy (alpha / beta) is -0.315 / -0.314 Ha. The value obtained for the energy above the lowest of the compared OMol25 structures with the same formula, charge and spin is 24.1 kcal/mol. As for the charge: 0. As for the spin multiplicity: 2. For the HOMO-LUMO gap (alpha / beta), the calculation gives 8.9 / 4.7 eV. The energy is -493.939534 a.u.

=====

Formula: C17H12ClFN2O
Source: the OMol25 dataset
Level of theory: wB97M-V/def2-TZVPD

```
34
Properties=species:S:1:pos:R:3:forces:R:3
O -0.037 1.041 3.266 -0.02 -0.03 0.26
C -0.028 1.293 2.087 0.07 0.41 -0.20
C 0.549 2.603 1.536 -0.04 0.03 0.22
C 1.177 2.458 0.184 0.00 0.16 -0.08
C 0.732 3.183 -0.918 0.14 -0.18 0.02
F -0.293 4.046 -0.750 0.12 -0.08 -0.01
C 1.282 3.052 -2.179 -0.12 0.08 0.06
C 2.322 2.158 -2.362 -0.09 0.04 0.13
C 2.796 1.413 -1.296 0.08 -0.11 0.12
C 2.228 1.565 -0.041 -0.08 0.17 -0.27
Cl 2.810 0.612 1.280 0.13 0.01 -0.05
N -0.542 0.499 1.108 -0.12 -0.07 -0.53
C -1.027 -0.807 1.217 -0.19 -0.26 0.48
C -1.493 -1.311 2.409 0.16 0.38 -0.10
C -1.995 -2.615 2.488 -0.06 -0.34 -0.31
C -2.047 -3.416 1.382 -0.03 0.07 0.30
C -1.568 -2.941 0.145 0.16 0.63 0.24
N -1.627 -3.772 -0.914 -0.16 -0.50 -0.18
C -1.164 -3.369 -2.062 0.02 -0.03 -0.07
C -0.587 -2.105 -2.264 0.05 0.31 0.18
C -0.525 -1.234 -1.209 0.01 -0.08 -0.18
C -1.034 -1.622 0.049 -0.14 -0.40 0.03
H 1.286 2.954 2.262 -0.11 -0.07 0.00
H -0.261 3.336 1.500 0.08 -0.04 0.03
H 0.892 3.644 -2.992 -0.05 0.07 -0.07
H 2.764 2.041 -3.338 0.05 -0.01 -0.10
H 3.604 0.713 -1.431 0.09 -0.08 0.01
H -0.453 0.844 0.163 0.03 0.01 0.25
H -1.465 -0.693 3.291 0.00 0.05 -0.01
H -2.353 -2.976 3.440 -0.04 -0.05 0.07
H -2.441 -4.419 1.419 -0.04 -0.11 -0.01
H -1.238 -4.076 -2.879 0.03 -0.02 -0.12
H -0.199 -1.833 -3.234 0.03 0.02 -0.07
H -0.065 -0.264 -1.356 0.04 0.03 -0.03
```
Forces are in eV/Å.

The lowest unoccupied orbital energy comes out at 0.0056 Ha. The value obtained for the HOMO energy is -0.304 Ha. As for the charge: 0. For the HOMO-LUMO gap, the calculation gives 8.4 eV. The energy is -1399.872263 a.u.

=====

Formula: C43H39AsBCl3F4N2O2P2RuSi
Source: the OMol25 dataset
Level of theory: wB97M-V/def2-TZVPD

```
99
Properties=species:S:1:pos:R:3:forces:R:3
Ru -0.169 2.202 -1.101 -2.62 0.42 1.41
N 1.425 3.320 1.489 -0.61 0.13 0.28
P -0.272 3.047 1.485 1.49 0.15 -0.73
C -0.444 2.687 3.278 -0.54 -0.27 -0.24
C -1.196 1.611 3.735 -0.09 0.04 -0.04
C -1.309 1.371 5.098 0.02 -0.04 0.05
C -0.688 2.213 6.007 0.01 0.01 -0.02
C 0.025 3.317 5.557 0.05 0.00 -0.01
C 0.144 3.556 4.199 0.00 0.04 -0.07
C -1.006 4.716 1.507 -0.35 -0.22 -0.76
C -0.503 5.757 0.562 0.36 0.05 0.38
C -1.214 7.056 0.631 -0.15 -0.30 -0.20
C -2.337 7.208 1.364 0.06 0.58 -0.04
C -2.848 6.135 2.127 0.40 -0.27 -0.15
C -2.187 4.910 2.180 -0.09 -0.08 0.46
C 2.329 3.016 0.495 0.40 -0.17 -0.30
C 3.688 3.305 0.673 -0.11 0.06 0.12
C 4.566 3.074 -0.360 -0.12 -0.04 0.00
C 4.087 2.549 -1.557 0.03 -0.04 0.00
C 2.750 2.242 -1.645 0.43 0.00 0.05
N 1.896 2.444 -0.625 0.54 0.04 -0.63
H 1.836 3.625 2.356 0.13 -0.07 0.01
H -1.716 0.973 3.030 0.04 -0.04 0.01
H -1.886 0.526 5.447 -0.01 0.00 -0.01
H -0.767 2.021 7.069 -0.03 0.00 0.01
H 0.481 4.000 6.261 0.01 -0.02 0.01
H 0.671 4.444 3.862 0.03 0.00 0.06
H 0.584 5.899 0.671 -0.04 0.06 0.12
H -0.830 7.845 -0.003 -0.05 0.05 0.01
H -2.857 8.156 1.358 -0.03 -0.03 0.04
H -3.769 6.275 2.678 -0.05 -0.07 -0.03
H -2.594 4.097 2.769 -0.11 0.08 0.02
H 4.023 3.719 1.616 0.02 0.03 -0.02
H 5.616 3.307 -0.242 0.01 0.01 0.02
H 4.743 2.379 -2.398 -0.03 -0.02 -0.03
H 2.333 1.815 -2.551 -0.02 0.04 0.08
O -0.715 5.255 -0.771 -0.36 -0.16 -0.18
O 0.177 4.212 -0.978 0.54 -0.14 -0.03
F 1.109 0.873 -4.139 -0.14 0.02 -0.11
B -0.121 1.488 -3.965 0.18 0.14 -0.30
F 0.088 2.775 -3.386 0.24 0.19 0.08
F -0.924 1.513 -5.052 0.12 -0.07 0.18
F -0.785 0.823 -2.833 -0.19 0.13 -0.16
Cl -3.727 1.477 -2.540 -0.07 0.06 -0.03
Si -2.601 2.424 -1.122 0.79 -0.45 0.26
Cl -3.118 1.535 0.738 -0.41 0.16 0.09
Cl -3.453 4.284 -0.951 -0.30 0.19 -0.08
C 0.697 -1.241 -1.955 0.17 0.07 0.18
C 1.146 -2.605 -1.444 -0.25 -0.12 0.01
As 1.288 -3.915 -2.927 0.24 0.15 -0.31
C 1.417 -5.535 -1.841 -0.06 0.05 0.05
C 1.855 -5.528 -0.520 -0.12 0.07 -0.05
C 1.879 -6.703 0.218 0.07 -0.06 -0.01
C 1.501 -7.901 -0.369 0.03 -0.01 0.06
C 1.100 -7.923 -1.698 0.07 -0.01 -0.02
C 1.067 -6.748 -2.430 -0.04 0.10 -0.02
C -0.617 -4.011 -3.375 0.19 -0.05 0.35
C -1.036 -3.679 -4.658 0.09 0.05 0.00
C -2.378 -3.774 -5.003 0.00 0.00 -0.02
C -3.303 -4.205 -4.065 -0.03 0.02 -0.06
C -2.891 -4.519 -2.777 0.02 -0.06 0.12
C -1.552 -4.423 -2.430 -0.11 0.04 -0.08
P 0.130 -0.139 -0.580 0.71 -0.28 0.19
C 1.482 -0.211 0.640 -0.19 0.07 0.10
C 2.808 -0.403 0.254 -0.03 -0.05 0.00
C 3.823 -0.370 1.196 0.01 0.01 -0.04
C 3.530 -0.131 2.533 0.00 0.05 -0.01
C 2.220 0.107 2.917 -0.05 0.05 0.12
C 1.204 0.076 1.974 0.09 -0.12 -0.15
C -1.231 -1.159 0.063 -0.09 0.26 -0.11
C -1.203 -1.910 1.232 0.03 0.07 0.01
C -2.295 -2.699 1.565 0.02 -0.04 0.11
C -3.411 -2.742 0.744 -0.02 0.05 -0.02
C -3.432 -2.008 -0.434 -0.03 -0.02 0.00
C -2.343 -1.228 -0.776 0.13 0.00 -0.01
H -0.170 -1.344 -2.610 0.06 0.03 0.00
H 1.474 -0.736 -2.533 -0.09 -0.01 -0.01
H 0.422 -3.015 -0.738 0.02 0.01 0.07
H 2.110 -2.549 -0.944 0.03 -0.06 -0.02
H 2.175 -4.604 -0.053 -0.06 -0.01 0.05
H 2.198 -6.682 1.253 0.03 -0.01 -0.01
H 1.536 -8.818 0.203 -0.04 0.00 0.01
H 0.822 -8.859 -2.164 -0.01 0.00 -0.01
H 0.757 -6.765 -3.470 -0.06 -0.05 0.02
H -0.308 -3.348 -5.390 -0.02 -0.02 -0.03
H -2.693 -3.521 -6.007 -0.02 0.00 0.00
H -4.345 -4.306 -4.340 -0.01 0.03 0.01
H -3.611 -4.851 -2.039 -0.03 -0.01 -0.02
H -1.238 -4.679 -1.423 0.00 -0.03 -0.01
H 3.054 -0.567 -0.787 0.02 -0.04 0.01
H 4.845 -0.533 0.882 0.01 0.00 0.01
H 4.324 -0.125 3.268 0.00 0.01 0.01
H 1.980 0.317 3.953 0.01 -0.01 0.01
H 0.182 0.266 2.271 0.08 -0.11 0.03
H -0.336 -1.897 1.879 -0.01 -0.05 -0.02
H -2.267 -3.287 2.474 -0.01 -0.01 0.00
H -4.263 -3.347 1.023 0.00 -0.02 -0.02
H -4.293 -2.042 -1.087 0.00 0.00 -0.02
H -2.348 -0.658 -1.698 -0.10 -0.09 0.01
```
Forces are in eV/Å.

The lowest unoccupied orbital energy (alpha / beta) comes out at -0.2233 / -0.2141 Ha. The value obtained for the HOMO energy (alpha / beta) is -0.368 / -0.368 Ha. The value obtained for the energy above the lowest of the compared OMol25 structures with the same formula, charge and spin is 40.7 kcal/mol. As for the charge: +1. As for the spin multiplicity: 2. For the HOMO-LUMO gap (alpha / beta), the calculation gives 3.9 / 4.2 eV. The energy is -7029.752904 a.u.

=====

Formula: ClOS2
Source: the OMol25 dataset
Level of theory: wB97M-V/def2-TZVPD

```
4
Properties=species:S:1:pos:R:3:forces:R:3
O 1.167 -0.256 -1.703 -0.68 -1.18 1.50
S -2.406 0.792 1.145 -0.11 -0.13 -0.10
S 0.628 -0.961 -0.471 0.48 1.53 -1.43
Cl 0.611 0.425 1.028 0.30 -0.22 0.03
```
Forces are in eV/Å.

The lowest unoccupied orbital energy (alpha / beta) comes out at 0.1230 / 0.0682 Ha. The value obtained for the HOMO energy (alpha / beta) is -0.127 / -0.090 Ha. The value obtained for the energy above the lowest of the compared OMol25 structures with the same formula, charge and spin is 26.2 kcal/mol. As for the charge: -1. As for the spin multiplicity: 3. For the HOMO-LUMO gap (alpha / beta), the calculation gives 6.8 / 4.3 eV. The energy is -1331.765422 a.u.

=====

Formula: CH2FNO3S
Source: the OMol25 dataset
Level of theory: wB97M-V/def2-TZVPD

```
9
Properties=species:S:1:pos:R:3:forces:R:3
C 1.173 -0.976 -0.758 -0.26 -1.52 -0.34
N 2.279 -0.657 -0.474 1.20 -1.01 0.04
O 0.180 -1.509 -1.009 -1.11 -0.54 -0.87
O -1.354 0.919 -0.486 -2.15 -3.26 -3.26
O -0.103 0.014 1.317 1.05 -0.39 0.56
F -2.447 0.515 1.494 0.55 -1.14 -0.41
S -1.264 -0.250 0.534 -2.52 1.56 2.29
H 2.451 0.282 -0.376 1.05 2.58 0.46
H -0.914 1.663 -0.241 2.19 3.71 1.53
```
Forces are in eV/Å.

The lowest unoccupied orbital energy comes out at 0.0160 Ha. The value obtained for the HOMO energy is -0.419 Ha. The value obtained for the energy above the lowest of the compared OMol25 structures with the same formula, charge and spin is 14.2 kcal/mol. As for the charge: 0. For the HOMO-LUMO gap, the calculation gives 11.8 eV. The energy is -817.809401 a.u.